[1]
{"formula": "C3H13N3SSi", "method": "ωB97M-V with the def2-TZVPD basis set", "species": ["H", "N", "H", "C", "N", "H", "S", "H", "H", "H", "H", "C", "H", "C", "Si", "H", "N", "H", "H", "H", "H"], "coordinates": [[1.055, -0.259, -2.260], [-2.311, -1.374, -1.053], [3.179, 0.027, -0.907], [1.108, 0.362, -1.378], [-2.004, 1.418, 0.191], [1.227, 0.930, 1.263], [2.058, -1.739, 0.127], [-2.235, -1.248, -2.047], [2.964, 0.646, 1.499], [-3.222, -1.733, -0.803], [-1.485, -1.908, 1.649], [2.203, 0.949, 0.782], [-1.955, 2.082, -0.558], [2.190, 0.025, -0.425], [-1.566, -0.225, -0.019], [-1.144, -0.434, 2.313], [-1.597, -0.913, 1.554], [-2.603, 1.722, 0.939], [2.410, 1.966, 0.456], [0.994, 1.416, -1.583], [0.733, -1.710, 0.260]], "spin_multiplicity": 1, "homo_ev": [-7.1897, -7.1911], "orbital_gap_ev": [7.5, 7.5], "de_lowest_ev": 1.518}



[2]
{"formula": "C3H13N4", "method": "ωB97M-V with the def2-TZVPD basis set", "species": ["H", "N", "N", "H", "H", "N", "C", "H", "C", "C", "N", "H", "H", "H", "H", "H", "H", "H", "H", "H"], "coordinates": [[-1.868, -0.101, 2.087], [1.684, -0.757, -1.373], [-2.385, 0.340, 1.334], [2.207, -0.770, -2.235], [-1.208, -0.371, -0.329], [1.046, -1.977, 0.484], [1.675, -1.840, -0.665], [1.182, 2.342, -0.424], [-1.554, 0.547, 0.165], [-0.367, 1.417, 0.531], [0.500, 1.631, -0.660], [-0.730, 2.356, 0.930], [0.241, 0.954, 1.315], [0.444, -1.252, 0.840], [-2.138, 1.075, -0.586], [1.065, -2.867, 0.954], [-3.174, -0.258, 1.124], [2.226, -2.711, -1.016], [-0.075, 2.070, -1.383], [1.229, 0.171, -1.092]], "spin_multiplicity": 1, "homo_ev": -12.8545, "total_charge": 1, "orbital_gap_ev": 9.9, "de_lowest_ev": 0.926}



[3]
{"formula": "C3H13NO2", "method": "ωB97M-V with the def2-TZVPD basis set", "species": ["H", "N", "H", "H", "O", "C", "C", "H", "H", "H", "H", "H", "H", "C", "H", "H", "H", "O", "H"], "coordinates": [[1.318, 1.707, -1.908], [0.664, 0.305, -0.433], [1.696, 0.034, -2.168], [0.075, -2.996, 0.392], [-2.759, 0.129, -0.476], [1.640, 0.809, -1.407], [1.074, -1.044, -0.062], [-0.306, 0.569, -0.480], [-2.257, 0.666, -1.100], [-0.922, -1.712, -0.287], [2.577, 1.034, -0.904], [-0.416, -1.529, 1.359], [0.135, 0.682, 2.371], [-0.105, -1.938, 0.399], [-3.525, 0.653, -0.216], [0.365, 1.382, 0.973], [1.488, -1.612, -0.899], [0.036, 1.507, 1.889], [1.761, -0.941, 0.776]], "spin_multiplicity": 1, "homo_ev": -8.9183, "orbital_gap_ev": 9.6, "de_lowest_ev": 1.396}



[4]
{"formula": "C3H13NO2", "method": "ωB97M-V with the def2-TZVPD basis set", "species": ["H", "H", "O", "C", "H", "H", "H", "H", "H", "C", "H", "C", "O", "H", "H", "H", "H", "N", "H"], "coordinates": [[-1.019, 1.645, 0.826], [-1.476, -0.035, 1.382], [2.413, -0.199, -0.390], [-0.546, -1.136, -0.909], [0.779, 0.931, -1.967], [3.110, 0.080, 0.203], [1.125, -1.303, 3.452], [-1.034, 1.094, -2.162], [1.570, 0.107, 0.007], [-0.169, 1.156, -1.488], [-2.326, 0.800, 0.020], [-1.379, 0.655, 0.553], [0.455, -1.226, 2.753], [-0.866, -1.780, -0.093], [0.781, -0.489, 2.233], [-0.136, 2.179, -1.110], [0.377, -1.574, -1.261], [-0.323, 0.204, -0.382], [-1.335, -1.108, -1.666]], "spin_multiplicity": 1, "homo_ev": -8.9602, "orbital_gap_ev": 9.6, "de_lowest_ev": 0.967}



[5]
{"formula": "C3H13NO2S", "method": "ωB97M-V with the def2-TZVPD basis set", "species": ["C", "H", "H", "H", "H", "N", "H", "H", "O", "H", "H", "H", "H", "C", "S", "O", "H", "H", "C", "H"], "coordinates": [[-0.722, -0.022, -0.962], [2.707, 2.340, -0.401], [-3.274, 0.084, -0.094], [-1.013, -3.248, -0.387], [0.547, 0.959, 1.391], [-1.262, 0.922, 0.036], [1.125, -1.382, -0.997], [-3.086, 1.586, 0.840], [1.851, 2.303, -0.574], [-0.836, 1.910, 0.115], [1.253, 0.480, -0.932], [-0.271, -2.363, 0.596], [1.698, 2.303, -1.664], [0.676, -0.457, -0.577], [1.126, -0.406, 1.143], [-0.113, -3.198, 0.157], [-0.867, 0.579, -1.903], [-1.482, -0.884, -0.966], [-2.711, 1.016, -0.102], [-3.045, 1.622, -0.951]], "spin_multiplicity": 1, "homo_ev": -8.3091, "orbital_gap_ev": 8.6, "de_lowest_ev": 3.013}



[6]
{"formula": "C3H13NO2S", "method": "ωB97M-V with the def2-TZVPD basis set", "species": ["H", "H", "N", "H", "H", "H", "H", "C", "C", "H", "O", "H", "O", "H", "H", "H", "H", "S", "H", "C"], "coordinates": [[-1.415, 2.221, -4.037], [1.128, 0.599, -1.002], [-1.085, -1.470, 0.841], [-1.133, 0.875, -3.417], [1.431, -0.684, 3.061], [-0.243, -0.677, 3.320], [-1.376, 3.965, -1.210], [0.235, -0.890, 1.234], [1.358, -1.326, 0.323], [0.109, 0.197, 1.200], [-0.956, 3.140, -0.914], [-0.635, 2.717, -1.704], [-0.852, 1.790, -3.399], [0.624, -2.233, 2.929], [2.339, -0.988, 0.645], [1.375, -2.415, 0.245], [-0.915, -2.217, 0.184], [1.129, -0.688, -1.416], [-1.629, -0.746, 0.410], [0.510, -1.172, 2.709]], "spin_multiplicity": 1, "homo_ev": -9.1293, "orbital_gap_ev": 9.6, "de_lowest_ev": 0.337}



Repeat the first record exactly.
{"formula": "C3H13N3SSi", "method": "ωB97M-V with the def2-TZVPD basis set", "species": ["H", "N", "H", "C", "N", "H", "S", "H", "H", "H", "H", "C", "H", "C", "Si", "H", "N", "H", "H", "H", "H"], "coordinates": [[1.055, -0.259, -2.260], [-2.311, -1.374, -1.053], [3.179, 0.027, -0.907], [1.108, 0.362, -1.378], [-2.004, 1.418, 0.191], [1.227, 0.930, 1.263], [2.058, -1.739, 0.127], [-2.235, -1.248, -2.047], [2.964, 0.646, 1.499], [-3.222, -1.733, -0.803], [-1.485, -1.908, 1.649], [2.203, 0.949, 0.782], [-1.955, 2.082, -0.558], [2.190, 0.025, -0.425], [-1.566, -0.225, -0.019], [-1.144, -0.434, 2.313], [-1.597, -0.913, 1.554], [-2.603, 1.722, 0.939], [2.410, 1.966, 0.456], [0.994, 1.416, -1.583], [0.733, -1.710, 0.260]], "spin_multiplicity": 1, "homo_ev": [-7.1897, -7.1911], "orbital_gap_ev": [7.5, 7.5], "de_lowest_ev": 1.518}